The following is a DFT calculation (ωB97M-V/def2-TZVPD) of a 8-piece molecular cluster, C31H53N4O8 overall in a non-equilibrium geometry.

Each line ends with the Löwdin charge.
CARTESIAN COORDINATES (ANGSTROEM)
C 0.996 -2.567 -0.306  -0.4943
H 2.146 3.898 -1.151  0.1781
C -7.932 0.153 -1.760  -0.0242
C -3.881 -1.674 7.302  -0.0233
O 6.993 2.761 2.911  0.0452
O -2.502 0.401 -2.494  0.0029
C 1.545 -6.343 -0.891  -0.0114
N 2.786 2.704 2.138  0.1232
H -8.874 2.837 -1.625  0.0871
H 4.284 -8.430 -0.322  0.0861
H -7.535 0.635 -0.863  0.0891
H 1.996 0.946 -6.317  0.0886
H 1.327 -6.612 -1.928  0.0953
O 3.796 -5.975 -0.185  0.0396
H 0.604 -2.004 1.716  0.0778
C 0.018 4.815 1.029  -0.2168
C 3.383 1.668 1.212  -0.2448
H 5.390 3.882 0.520  0.0653
C 2.496 3.294 -0.190  0.0582
H -9.314 2.938 -3.344  0.0864
H -4.556 1.261 -3.646  0.0892
H -2.126 -1.936 4.297  0.0666
C -1.462 0.738 0.147  -0.0203
C 1.451 -2.022 1.022  -0.0248
H -4.348 -2.661 7.324  0.0897
H -2.424 -0.731 1.824  0.0881
H 7.041 3.517 -0.084  0.0970
O -0.170 -2.913 -0.488  0.0397
H -2.633 -1.927 -4.520  0.0906
N 2.270 3.670 1.289  -0.1322
H 2.705 2.769 3.176  0.1882
C 1.379 0.469 -5.551  -0.0212
C 3.260 0.545 -3.796  -0.0324
C 7.277 5.052 2.303  -0.0208
C 1.516 4.930 1.764  -0.0291
H 3.945 0.550 2.931  0.1494
O 2.157 -1.481 -4.412  0.0490
H 8.061 5.346 1.600  0.0926
H 2.232 -2.663 1.438  0.0881
H -7.188 -0.558 -2.135  0.0697
H -3.040 -1.635 7.999  0.0880
H -1.467 -2.270 5.914  0.0875
H -3.627 -2.410 -3.106  0.0916
H -2.261 1.155 4.000  0.0733
H 3.822 -0.116 -3.129  0.0768
H 1.823 -1.002 0.897  0.0544
H -4.623 -0.928 7.607  0.0876
O -0.539 5.841 0.371  -0.0056
H -0.370 2.578 -1.136  0.0904
C -1.987 0.345 1.665  -0.0258
H 2.594 -8.808 0.077  0.0877
H 0.779 1.216 -5.025  0.0841
H 3.099 -8.612 -1.634  0.0886
H 6.410 5.711 2.204  0.0840
H 3.960 1.026 -4.484  0.0892
H 2.077 5.924 1.504  0.1509
H -1.910 -2.001 -2.898  0.0752
H -1.136 3.726 3.564  0.0978
H -1.513 -0.017 -0.774  0.0826
N 3.957 0.621 1.890  0.1572
H 7.669 5.140 3.322  0.0903
C -3.405 -1.364 5.908  -0.4881
H -10.188 1.809 -2.286  0.0878
C 3.242 -8.258 -0.610  -0.0254
C -2.821 -1.761 -3.456  -0.0097
C 2.938 -6.785 -0.531  -0.4869
C 2.256 -0.265 -4.572  -0.4846
H 1.551 -3.080 -2.302  0.0870
H 2.419 -1.680 -1.635  0.0685
C -1.896 1.442 2.921  -0.0350
C -3.185 -0.319 -3.220  -0.4647
H 6.049 2.236 0.649  0.0629
C -9.214 2.261 -2.489  -0.0257
H 1.325 4.775 2.925  0.1454
C 6.868 3.627 2.046  -0.4921
H 4.496 -0.089 1.345  0.1500
H -4.300 0.128 -4.991  0.0954
H 0.822 -6.808 -0.217  0.0931
C -0.792 2.237 -0.096  -0.0110
O -7.640 1.158 -3.905  0.0445
N 3.260 1.991 -0.261  0.1176
H 0.704 -0.243 -6.038  0.0870
O -3.842 -0.398 5.284  0.0345
C 2.022 -2.671 -1.402  -0.0259
H 2.828 -3.341 -1.093  0.0815
H 2.744 1.296 -3.192  0.0637
H -8.849 -0.394 -1.524  0.0889
C -1.237 2.928 2.682  -0.0347
C -2.375 -2.282 5.306  -0.0226
C -0.682 3.301 1.151  -0.1072
H -5.294 -0.355 -3.578  0.0695
C -8.210 1.188 -2.816  -0.4881
H 1.472 -5.256 -0.788  0.0522
C -4.417 0.207 -3.908  -0.0167
H -2.776 -3.297 5.239  0.0910
C 6.300 3.301 0.691  -0.0333

Its total charge is +1. The largest force on an atom comes out at 8.7 eV/Å. For the HOMO energy, the calculation gives -0.405 Ha.